(1)
This record from the OMol25 dataset describes a structure of composition C20H30CaNO18. The level of theory is ωB97M-V/def2-TZVPD.

XYZ file:
```
70
Properties=species:S:1:pos:R:3:forces:R:3
Ca 11.491783 0.119825 -0.824594 -0.602 0.136 0.749
N 9.142887 -0.016426 3.642786 0.846 0.763 1.487
O 8.616010 -0.155082 2.574613 -2.299 -1.091 -4.480
O 10.237938 0.540144 3.586049 1.707 0.422 1.192
O 8.561811 -0.374557 4.641433 0.266 -0.122 1.041
C 4.667807 7.880035 0.951873 -0.051 0.561 -0.664
C 5.689563 7.508731 -0.163277 -5.043 0.264 1.286
C 6.872880 8.340119 -0.195348 0.519 1.439 -0.944
O 7.828923 7.378393 -0.580310 1.659 -0.479 0.403
C 7.366251 6.134206 -0.320256 0.700 -1.288 -1.398
O 7.969566 5.113348 -0.581481 -0.521 1.316 0.818
O 6.094943 6.208826 0.075595 1.640 -1.940 0.792
H 4.555142 8.963334 0.995177 0.142 0.143 0.013
H 4.980242 7.545270 1.941022 0.284 -0.081 -0.165
H 3.653718 7.519659 0.779116 0.206 -0.346 -0.189
H 5.182955 7.386713 -1.120656 -0.124 0.896 -0.255
H 7.041198 8.910300 0.718252 0.630 -0.574 0.335
H 6.809279 9.082473 -0.990940 0.049 -0.006 -0.026
C 1.696282 -1.415763 2.178618 0.892 0.419 0.537
C 1.287140 -0.370659 3.237293 -2.765 -2.657 -1.772
C 2.272492 0.617169 3.572216 4.106 -0.372 2.006
O 1.645841 1.817914 3.660049 -0.160 2.277 0.411
C 0.503973 1.730396 3.029824 -3.555 4.160 -1.668
O -0.214399 2.720669 2.780200 2.037 -3.421 0.774
O 0.272454 0.475696 2.672638 -0.981 -0.017 -0.721
H 2.390506 -2.102692 2.662641 -0.050 -0.236 0.073
H 2.292782 -0.932895 1.404579 -0.189 0.146 -0.169
H 0.908308 -1.999324 1.702550 -0.231 0.313 0.389
H 0.757571 -0.880119 4.042339 0.478 0.020 0.439
H 3.075027 0.645001 2.835153 0.104 0.125 -0.186
H 2.725969 0.526605 4.559261 0.324 -0.755 -0.105
C 7.048011 5.594411 7.469086 1.804 0.805 0.435
C 8.289147 6.547752 7.325986 -0.439 -1.287 -0.338
C 9.124538 6.156249 6.089693 -1.257 0.578 0.579
O 9.133253 7.385723 5.399678 1.389 -0.525 -2.105
C 8.463332 8.338767 5.971551 -1.809 5.671 -0.427
O 8.344281 9.515168 5.511577 0.517 -4.914 1.852
O 7.879161 7.921563 7.133783 0.960 -0.634 -0.898
H 6.446583 5.957947 8.302294 -0.185 -0.464 -0.148
H 7.475356 4.603551 7.622970 -0.170 -0.105 0.617
H 6.487830 5.463006 6.543328 -0.083 0.709 -0.041
H 9.099341 6.487491 8.052659 -1.122 0.224 1.286
H 8.570827 5.388164 5.549734 0.502 0.030 -0.498
H 10.142114 5.876612 6.362503 -0.122 -0.124 -0.325
C 12.175975 -5.128964 6.610730 0.876 0.504 0.347
C 11.852053 -5.662299 7.985391 0.551 -0.214 -1.420
C 10.637043 -5.043365 8.584601 0.220 1.874 0.145
O 9.902430 -6.104727 9.076090 -0.796 -0.613 1.171
C 10.416481 -7.244517 8.625257 -1.202 -3.478 -0.126
O 9.948463 -8.353944 8.823397 0.992 2.397 -0.271
O 11.487792 -7.006790 7.847911 -0.456 -1.351 0.163
H 13.038163 -5.666668 6.216289 0.042 0.163 -0.081
H 12.431658 -4.082009 6.773834 0.229 0.172 -0.377
H 11.374697 -5.168944 5.872854 -0.247 -0.222 0.388
H 12.713759 -5.685125 8.652519 0.146 0.573 -0.017
H 10.018159 -4.514992 7.859408 0.116 0.164 -0.098
H 10.956622 -4.358071 9.369672 -0.484 0.044 0.186
C 14.781963 1.674183 8.768956 1.287 -0.352 -0.045
C 14.174557 0.747652 9.781940 -1.246 1.187 -1.850
C 14.515073 1.068536 11.177424 1.311 -0.381 0.604
O 13.263779 1.165460 11.832704 2.059 -0.560 2.304
C 12.290400 1.292983 10.977919 -1.797 1.135 -0.044
O 11.177156 1.606996 11.324555 0.999 -0.693 -1.245
O 12.798114 1.146163 9.742374 -1.870 -0.763 -0.702
H 15.861917 1.553798 8.854455 0.257 0.216 -0.251
H 14.524928 2.702139 9.024575 -0.029 -0.068 -0.155
H 14.497541 1.424545 7.746765 -0.142 0.095 0.123
H 14.296746 -0.297607 9.498004 -0.245 -0.087 0.146
H 15.078894 1.999491 11.236762 -0.236 0.190 0.262
H 15.164519 0.265957 11.526979 -0.338 0.089 0.854
```
Positions in Å, forces in eV/Å.

**Total charge**: +1
**E_HOMO**: -11.12 eV
**Relative energy (zero: lowest compared OMol25 entry of this formula, charge and spin)**: 239.1 kcal per mole



(2)
This record from the OMol25 dataset describes a structure of composition C20H30CaO16. The level of theory is ωB97M-V/def2-TZVPD.

XYZ file:
```
67
Properties=species:S:1:pos:R:3:forces:R:3
Ca 1.008913 -0.860647 0.643905 0.376 0.574 0.376
C 4.273878 -1.971660 2.859062 1.219 -0.376 -1.157
C 3.418889 -1.387469 1.739022 -0.873 -1.142 0.849
O 2.821504 -2.263648 1.038798 0.200 0.337 -0.029
O 3.169998 -0.166570 1.665219 0.197 0.287 -0.023
H 3.681414 -2.189734 3.742212 0.057 0.524 0.197
H 5.189341 -1.390121 2.986951 -0.381 0.370 0.710
H 4.657651 -2.937174 2.515247 -0.292 -0.056 -0.043
C -1.940678 -2.448953 3.247023 -1.469 -0.153 -0.276
C -0.920218 -1.831445 2.337382 2.086 -0.661 0.180
O -0.201290 -0.892727 2.757324 -0.480 0.551 0.291
O -0.643391 -2.381487 1.227327 -1.179 -0.350 -0.240
H -2.548952 -3.158303 2.679309 0.049 0.043 0.005
H -2.616875 -1.685057 3.638639 0.130 0.059 0.043
H -1.556071 -2.997920 4.103993 0.541 0.210 -0.093
C -4.312090 -2.332421 -1.350029 0.426 -0.335 0.192
C -3.776783 -1.140484 -2.123328 -1.187 0.323 0.973
C -4.191751 0.225262 -1.510036 -0.244 -0.272 0.353
O -3.016423 0.660675 -0.851877 0.676 0.602 -0.122
C -1.965487 -0.135704 -1.150027 -1.087 -0.057 0.653
O -0.883903 -0.008077 -0.684935 0.365 0.129 -0.286
O -2.365449 -1.129407 -1.936991 0.295 -0.427 -1.162
H -3.843730 -3.250316 -1.711763 0.092 0.072 -0.034
H -5.386333 -2.502375 -1.402732 -0.081 0.419 -0.087
H -3.999987 -2.209251 -0.310561 -0.170 -0.122 0.062
H -4.095198 -1.189999 -3.162463 0.633 0.001 -0.232
H -4.930690 0.180518 -0.707009 -0.236 -0.415 -0.315
H -4.545818 0.950726 -2.244327 0.335 0.051 -0.062
C 2.770325 5.129181 -1.955532 -0.258 -1.112 -0.589
C 3.060805 3.656561 -2.325693 -0.765 1.726 0.272
C 4.235121 3.109254 -1.584830 0.645 -0.472 0.248
O 3.811011 1.766645 -1.263196 1.026 0.440 -0.231
C 2.486967 1.759576 -1.254818 -0.847 -0.276 0.662
O 1.817180 0.910364 -0.755193 0.070 -0.035 -0.761
O 1.971584 2.868810 -1.825140 0.220 -0.270 -0.142
H 2.028242 5.469869 -2.677110 0.125 0.482 0.148
H 3.683299 5.720990 -1.976085 -0.091 0.137 -0.109
H 2.321317 5.132590 -0.965036 0.131 0.139 0.107
H 3.082758 3.555677 -3.413385 0.277 -0.269 0.095
H 4.436904 3.645992 -0.654412 -0.288 -0.051 0.099
H 5.171022 3.132426 -2.140575 -0.126 -0.458 -0.173
C -1.429236 -4.206899 -4.302100 0.152 -0.099 -0.122
C -0.811350 -4.402332 -2.929261 -0.993 -1.200 0.403
C 0.418382 -5.307025 -2.753884 -0.203 -0.544 -1.251
O 1.358914 -4.487032 -2.123701 0.833 0.310 1.191
C 0.819344 -3.309560 -1.736890 -1.598 -1.070 -2.454
O 1.353154 -2.431803 -1.179673 0.631 0.720 0.602
O -0.430433 -3.209863 -2.302984 0.604 0.696 0.646
H -1.865102 -5.153373 -4.630750 0.265 -0.101 -0.039
H -0.719975 -3.857602 -5.052558 0.070 -0.004 0.042
H -2.277576 -3.522105 -4.282287 0.170 0.208 0.267
H -1.573499 -4.890632 -2.307426 -0.208 0.424 0.003
H 0.859464 -5.683472 -3.682949 -0.082 0.308 -0.074
H 0.161901 -6.200251 -2.180671 0.222 0.250 0.382
C -1.927494 4.647249 4.098635 0.591 0.409 -1.018
C -0.735742 4.352866 3.157601 -1.147 -0.175 0.889
C 0.580282 3.996799 3.826331 -0.273 0.718 0.826
O 1.116420 3.003235 2.969532 0.076 0.334 -0.033
C 0.109732 2.516901 2.174275 1.029 -0.163 0.647
O 0.272863 1.648064 1.391816 -0.179 -0.214 -0.259
O -1.030175 3.150020 2.443578 -0.395 0.247 -0.626
H -2.560850 5.411551 3.646094 0.151 0.230 0.205
H -1.504709 5.001233 5.035865 -0.492 -0.088 0.281
H -2.585206 3.785206 4.166986 0.386 -0.284 0.483
H -0.619847 5.178457 2.454234 0.156 -0.123 -0.199
H 0.475228 3.665273 4.865272 -0.361 -0.764 -0.259
H 1.188537 4.890938 3.990591 0.477 -0.191 -0.882
```
Positions in Å, forces in eV/Å.

**Total charge**: 0
**E_HOMO**: -7.81 eV
**Relative energy (zero: lowest compared OMol25 entry of this formula, charge and spin)**: 1.8 kcal per mole



(3)
This record from the OMol25 dataset describes an isolated molecule of C20H30ClN3O3. The level of theory is ωB97M-V/def2-TZVPD.

XYZ file:
```
57
Properties=species:S:1:pos:R:3:forces:R:3
C -2.634587 -2.347482 -4.335683 0.001 0.000 0.001
C -2.065866 -1.929144 -2.985006 -0.001 -0.001 0.000
C -0.536274 -1.941542 -2.926544 0.001 0.000 0.000
C 0.011765 -3.365178 -2.988229 -0.001 0.000 0.001
C -0.049577 -1.220071 -1.663091 -0.001 0.002 -0.001
C 1.476433 -1.272114 -1.481416 0.001 0.000 0.003
C 1.902443 -0.289997 -0.404550 -0.003 -0.002 -0.001
O 2.386881 0.799685 -0.689656 0.001 0.001 0.000
N 1.625519 -0.681561 0.854272 0.003 0.001 0.002
C 1.906747 0.084844 2.074807 -0.003 -0.004 0.015
C 3.408509 0.257818 2.246229 0.004 0.001 -0.015
O 4.023840 -1.022721 2.338032 -0.014 -0.008 -0.017
C 1.160175 1.436846 2.069379 -0.002 0.003 -0.003
C -0.169945 1.208076 2.818385 0.002 0.001 -0.001
C -0.230423 -0.294685 3.126789 -0.002 -0.002 -0.001
C -1.051671 -0.641714 4.356398 0.000 0.001 0.001
C 1.247939 -0.670314 3.231970 0.001 0.002 0.001
N -0.464231 0.176292 -1.651895 0.000 -0.002 -0.002
C -1.296973 0.679393 -0.706958 -0.002 0.001 0.002
O -1.962984 -0.017212 0.040679 0.002 0.000 0.000
C -1.371419 2.176471 -0.641408 -0.002 0.001 -0.001
C -2.561962 2.758141 -0.219340 0.001 0.004 0.004
N -2.731081 4.069796 -0.095181 0.001 -0.002 -0.001
C -1.699306 4.858802 -0.373887 -0.002 0.000 -0.002
C -0.470768 4.364441 -0.786313 0.000 0.001 0.000
Cl 0.833895 5.458578 -1.101218 0.000 0.000 0.000
C -0.292021 3.001491 -0.929666 0.000 -0.004 0.000
H -3.721430 -2.262102 -4.340800 0.000 -0.001 0.000
H -2.248640 -1.710010 -5.134457 0.000 0.001 0.000
H -2.389186 -3.379994 -4.586508 0.000 0.000 0.000
H -2.422159 -0.925470 -2.746075 0.001 0.000 0.000
H -2.450704 -2.583205 -2.195537 -0.001 0.001 0.000
H -0.152923 -1.380224 -3.789993 -0.001 -0.001 -0.001
H -0.256937 -3.916633 -2.082262 0.000 0.000 0.000
H -0.402240 -3.906010 -3.837993 0.001 0.000 0.000
H 1.096632 -3.387152 -3.090419 0.000 0.000 0.000
H -0.537322 -1.673688 -0.796290 0.001 -0.001 0.000
H 1.790391 -2.285955 -1.230554 0.000 0.000 0.000
H 1.979546 -0.976735 -2.404021 -0.002 0.000 -0.001
H 1.322667 -1.632891 0.983395 -0.001 0.000 -0.001
H 3.802062 0.828748 1.403252 -0.001 0.001 0.000
H 3.585937 0.823629 3.167103 0.001 0.000 0.000
H 4.847459 -1.009386 1.846303 0.011 0.007 0.018
H 1.771588 2.188410 2.573513 0.000 0.000 0.001
H 1.025607 1.785953 1.049890 0.002 -0.001 0.000
H -0.175677 1.768482 3.757491 0.001 -0.001 0.000
H -1.036322 1.534735 2.242336 -0.001 -0.001 0.001
H -0.664851 -0.800968 2.258596 -0.001 0.000 0.000
H -0.644652 -0.147388 5.242691 0.000 0.000 0.000
H -2.087481 -0.319658 4.238327 0.000 0.001 -0.001
H -1.056439 -1.717211 4.543801 0.000 0.000 0.000
H 1.448534 -1.743793 3.204504 0.001 0.000 -0.002
H 1.657299 -0.288257 4.173089 -0.001 0.000 0.000
H 0.093347 0.824745 -2.184795 0.002 0.000 0.001
H -3.403548 2.122893 0.028119 0.000 -0.001 -0.001
H -1.844310 5.926750 -0.261242 0.001 0.000 0.000
H 0.678708 2.605471 -1.208349 0.000 0.001 0.000
```
Positions in Å, forces in eV/Å.

**Total charge**: 0
**E_HOMO**: -9.57 eV
**SMILES**: CC[C@H](C)[C@@H](CC(=O)N[C@@]1(CO)CC[C@H](C)C1)NC(=O)c1cncc(Cl)c1
**Relative energy (zero: lowest compared OMol25 entry of this formula, charge and spin)**: 0.0 kcal per mole



(4)
This record from the OMol25 dataset describes an isolated molecule of C20H30ClN3O3. The level of theory is ωB97M-V/def2-TZVPD.

XYZ file:
```
57
Properties=species:S:1:pos:R:3:forces:R:3
C -2.703445 -1.466986 -2.884732 0.008 -0.020 0.003
C -2.153599 -1.097638 -1.512403 -0.008 0.037 0.015
C -0.625212 -1.110872 -1.437234 0.032 -0.007 -0.059
C -0.077906 -2.535514 -1.482821 -0.012 -0.005 -0.002
C -0.144647 -0.385647 -0.176130 0.031 0.044 0.036
C 1.381450 -0.429036 0.005167 -0.006 -0.060 0.000
C 1.810508 0.558615 1.074910 -0.096 0.045 -0.015
O 2.310498 1.636621 0.786609 0.045 -0.009 0.017
N 1.511324 0.183736 2.338767 0.025 -0.014 -0.011
C 1.822568 0.944400 3.557094 0.041 -0.025 -0.031
C 3.331778 1.099031 3.710206 -0.018 0.004 0.141
O 4.039465 -0.132430 3.726921 -0.020 -0.021 -0.135
C 1.107009 2.309066 3.580365 -0.003 -0.010 0.007
C -0.281465 2.064379 4.209601 0.000 0.013 -0.002
C -0.326401 0.576831 4.596064 -0.044 -0.068 0.015
C -1.148101 0.286674 5.841088 0.023 0.018 0.009
C 1.152756 0.204333 4.721697 0.018 0.018 -0.035
N -0.561378 1.009575 -0.163877 -0.028 0.001 -0.021
C -1.396771 1.507248 0.779989 -0.005 0.039 0.012
O -2.065035 0.805238 1.521564 0.006 -0.007 0.002
C -1.465478 3.004059 0.861982 0.016 -0.010 -0.014
C -2.655028 3.585921 1.285583 -0.009 0.000 -0.001
N -2.816773 4.896149 1.432367 -0.002 -0.009 -0.007
C -1.777776 5.682427 1.174389 0.002 0.010 -0.002
C -0.549565 5.187424 0.761408 0.017 0.035 -0.002
Cl 0.763909 6.279474 0.476382 -0.010 -0.013 0.002
C -0.377976 3.826690 0.595524 -0.013 -0.045 0.006
H -3.793292 -1.444821 -2.885669 -0.003 0.005 0.001
H -2.357081 -0.762142 -3.643624 0.006 0.001 0.000
H -2.398208 -2.466303 -3.197203 -0.007 -0.007 0.002
H -2.513384 -0.102022 -1.245757 -0.009 -0.008 0.006
H -2.547159 -1.776498 -0.748560 0.000 -0.009 -0.013
H -0.231541 -0.555620 -2.300517 -0.009 -0.006 0.009
H -0.347120 -3.072951 -0.568492 0.008 -0.008 -0.005
H -0.494514 -3.087685 -2.323796 -0.008 -0.003 -0.004
H 1.006578 -2.561013 -1.587384 -0.001 0.002 0.004
H -0.631117 -0.841221 0.690447 -0.019 0.000 -0.002
H 1.698065 -1.440926 0.261343 0.022 0.015 -0.010
H 1.880720 -0.137013 -0.920175 0.012 0.000 0.003
H 1.081661 -0.719312 2.455490 0.002 0.005 0.014
H 3.727717 1.692018 2.886234 -0.009 0.006 0.002
H 3.509344 1.640522 4.646606 0.019 0.002 -0.006
H 3.431412 -0.842815 3.950194 0.021 0.015 0.093
H 1.691670 2.991354 4.201064 0.010 0.009 -0.016
H 1.079816 2.741565 2.583812 -0.035 -0.011 0.005
H -0.406542 2.679652 5.103983 0.016 0.003 0.004
H -1.100571 2.313300 3.536571 -0.001 0.011 -0.016
H -0.761349 0.019200 3.759755 0.007 0.032 -0.004
H -0.737212 0.818831 6.703195 -0.006 -0.003 0.006
H -2.181206 0.610929 5.708515 -0.002 -0.005 -0.004
H -1.160420 -0.779338 6.076476 0.003 0.001 -0.002
H 1.327575 -0.877244 4.715394 -0.005 -0.001 -0.001
H 1.557491 0.596961 5.659903 0.002 0.000 -0.002
H -0.008727 1.659608 -0.700052 0.005 0.005 0.006
H -3.501770 2.951063 1.515640 -0.007 0.004 0.003
H -1.915223 6.749357 1.304652 -0.004 0.000 0.003
H 0.592216 3.428392 0.318186 0.000 0.004 -0.010
```
Positions in Å, forces in eV/Å.

**Total charge**: 0
**E_HOMO**: -9.63 eV
**SMILES**: CC[C@H](C)[C@@H](CC(=O)N[C@@]1(CO)CC[C@H](C)C1)NC(=O)c1cncc(Cl)c1
**Relative energy (zero: lowest compared OMol25 entry of this formula, charge and spin)**: 2.3 kcal per mole